--- a ---
15
Properties=species:S:1:pos:R:3:lowdin_charge:R:1 method="wB97M-V/def2-TZVPD" molar_mass_g_mol=143.1 homo_energy_ev=-8.1717 spin_multiplicity=1 lumo_ev=0.388 homo_lumo_gap_ev=8.560
H -3.04 -0.80 -0.93 0.157
C -1.18 0.84 0.03 -0.505
O 2.24 -1.42 0.01 0.101
O 2.48 1.28 0.04 0.012
N -0.12 -1.39 -0.02 0.114
O -2.15 1.46 -0.02 0.139
C -2.44 -1.27 0.04 0.041
C 1.30 0.76 0.01 -0.369
H 2.05 -2.42 0.06 0.181
N 0.13 1.40 -0.06 0.169
H -2.85 -0.93 0.95 0.067
H -0.01 2.66 0.17 0.315
H -2.28 -2.24 0.04 0.017
C 1.15 -0.78 -0.10 -0.271
N -1.06 -0.60 0.02 -0.168

--- b ---
15
Properties=species:S:1:pos:R:3:lowdin_charge:R:1 method="wB97M-V/def2-TZVPD" molar_mass_g_mol=143.1 smiles="CC(=O)n1[nH]c(=O)[nH]c1=O" homo_energy_ev=-9.1860 spin_multiplicity=1 lumo_ev=0.427 homo_lumo_gap_ev=9.613
N 1.11 1.11 -0.01 0.104
C 2.28 0.48 0.17 -0.500
C 0.67 -1.23 0.40 -0.260
H -3.01 0.09 -0.97 0.046
O 3.42 0.87 0.12 0.098
O -1.52 2.01 -0.32 0.006
O -0.04 -2.18 0.47 0.130
C -1.32 0.76 -0.14 -0.426
N 1.99 -0.89 0.41 0.222
C -2.42 -0.24 -0.22 0.011
N 0.00 0.36 0.11 0.054
H 1.12 1.94 -0.62 0.186
H -2.90 -0.33 0.72 0.086
H 2.66 -1.55 0.56 0.134
H -2.04 -1.21 -0.68 0.109

Stability, lowest: a

--- a ---
18
Properties=species:S:1:pos:R:3:lowdin_charge:R:1 method="wB97M-V/def2-TZVPD" molar_mass_g_mol=123.2 smiles="C1=NN[C@H]2CN[C@@H]3[C@H]1[C@@H]32" homo_energy_ev=-8.4764 spin_multiplicity=1 lumo_ev=1.022 homo_lumo_gap_ev=9.498
H -1.54 -2.08 -0.77 0.113
H 0.67 2.44 0.47 0.123
H -1.62 1.94 0.49 0.138
C -0.12 0.46 0.96 -0.226
H 0.16 -0.49 -0.89 0.125
H 1.79 -2.20 0.05 0.128
N -1.87 0.08 -0.51 -0.023
C -1.37 -1.27 -0.06 -0.111
H -1.87 -1.59 0.88 0.113
H 2.50 1.45 -1.03 0.102
H -0.01 0.34 2.04 0.162
C 0.09 -0.82 0.15 -0.311
H -1.86 0.14 -1.55 0.128
C -1.05 1.11 0.06 -0.201
C 0.57 1.42 0.08 -0.116
N 1.43 -1.31 0.37 -0.013
C 1.83 0.79 -0.46 -0.133
N 2.27 -0.41 -0.27 0.003

--- b ---
18
Properties=species:S:1:pos:R:3:lowdin_charge:R:1 method="wB97M-V/def2-TZVPD" molar_mass_g_mol=123.2 homo_energy_ev=-8.7033 spin_multiplicity=1 lumo_ev=0.683 homo_lumo_gap_ev=9.386
C 1.54 -0.99 1.03 -0.247
C -0.91 0.22 -1.99 -0.085
N 0.63 -0.19 1.41 0.149
H -0.65 -1.03 -2.89 0.183
H 2.57 -2.25 -0.45 0.157
H -3.01 1.54 1.27 -0.029
N 1.22 -0.76 -1.21 0.089
H -0.63 1.44 1.86 0.176
H -0.43 1.44 -2.59 0.150
H 2.04 -1.41 1.81 0.086
N -1.00 1.22 0.85 -0.007
C 1.93 -1.29 -0.14 -0.127
C 0.30 0.06 -0.92 -0.374
H -3.00 1.75 -0.16 0.123
C -2.48 1.03 0.66 -0.138
C 0.00 0.39 0.45 -0.366
H -2.13 0.16 -1.23 0.122
H -3.02 -0.06 0.52 0.138

Stability, lowest: b

--- a ---
18
Properties=species:S:1:pos:R:3:lowdin_charge:R:1 method="wB97M-V/def2-TZVPD" molar_mass_g_mol=123.2 smiles=CC#N.CC#N.CC#N homo_energy_ev=-11.5618 spin_multiplicity=1 lumo_ev=0.433 homo_lumo_gap_ev=11.994
N 0.35 -1.46 -0.30 0.138
H 2.39 -2.70 1.49 0.085
N 2.14 2.38 0.96 0.117
H -0.33 0.61 1.26 0.047
C -2.59 0.66 -2.92 -0.258
H 3.37 -2.47 0.14 0.090
H -2.90 0.85 -0.78 0.074
H -1.98 2.11 -1.69 0.072
C -2.13 1.04 -1.53 -0.071
N -2.94 0.32 -3.97 0.108
C 1.13 1.95 1.40 -0.292
H -1.25 0.55 -1.12 0.032
H 2.28 -3.97 0.18 0.089
H -0.87 2.35 1.72 0.088
C -0.18 1.51 1.84 -0.083
C 2.41 -2.91 0.42 -0.063
C 1.26 -2.14 0.00 -0.256
H -0.15 1.31 2.91 0.083

--- b ---
18
Properties=species:S:1:pos:R:3:lowdin_charge:R:1 method="wB97M-V/def2-TZVPD" molar_mass_g_mol=123.2 smiles="C=c1nc(N)c(=C)n1C" homo_energy_ev=-7.5216 spin_multiplicity=1 lumo_ev=0.771 homo_lumo_gap_ev=8.292
C -1.46 -1.52 0.40 -0.048
C -1.75 0.46 -1.94 0.056
H -2.16 -1.14 1.29 0.141
H -2.01 -1.90 -0.44 0.070
H 2.24 -0.31 2.11 0.097
N -0.50 -0.56 -0.03 -0.107
C 0.59 -0.24 0.69 -0.224
C -0.71 0.41 -1.04 -0.385
H -1.81 1.37 -2.56 0.058
H 0.79 -1.61 2.24 0.007
C 1.25 0.98 -0.30 -0.259
N 0.29 1.34 -1.06 0.112
C 1.18 -0.77 1.77 0.029
H -0.93 -2.41 0.78 0.085
H 2.80 1.68 0.74 0.067
N 2.36 1.76 -0.14 0.132
H -2.61 -0.24 -1.87 0.043
H 2.42 2.68 -0.63 0.125

--- c ---
18
Properties=species:S:1:pos:R:3:lowdin_charge:R:1 method="wB97M-V/def2-TZVPD" molar_mass_g_mol=123.2 homo_energy_ev=-7.6360 spin_multiplicity=1 lumo_ev=0.914 homo_lumo_gap_ev=8.550
H 3.15 -0.67 0.07 0.134
N 2.09 1.73 -0.23 0.060
C 1.46 0.50 -0.08 -0.310
H -3.15 1.06 -0.21 0.101
N 2.16 -0.70 0.10 0.061
C 0.14 0.03 -0.12 -0.165
H -1.69 2.07 0.28 0.061
H 1.78 2.24 -1.03 0.067
H 1.94 2.24 0.73 0.134
C -1.48 -1.21 -0.29 -0.113
H -2.02 -1.57 0.65 0.129
N -1.28 0.26 -0.53 -0.140
H -1.79 -1.68 -1.22 0.107
H -2.23 0.59 1.42 0.127
C 0.03 -1.36 -0.02 -0.132
C -2.11 1.08 0.30 -0.135
H 1.66 -2.82 0.12 0.099
C 1.35 -1.79 0.04 -0.085

Stability, lowest: c

--- a ---
9
Properties=species:S:1:pos:R:3:lowdin_charge:R:1 method="wB97M-V/def2-TZVPD" molar_mass_g_mol=92.1 homo_energy_ev=-8.1802 spin_multiplicity=1 lumo_ev=0.721 homo_lumo_gap_ev=8.901
H 2.55 0.22 0.25 -0.169
S 1.44 -0.40 -0.08 0.726
H -1.41 -1.54 0.85 0.128
H -1.11 2.11 -0.30 0.129
N -1.65 0.13 0.07 -0.074
H -2.48 0.27 -0.51 0.125
N 0.58 1.04 0.19 -0.356
C -0.63 1.11 -0.07 -0.365
O -1.18 -1.18 -0.05 -0.143

--- b ---
9
Properties=species:S:1:pos:R:3:lowdin_charge:R:1 method="wB97M-V/def2-TZVPD" molar_mass_g_mol=92.1 homo_energy_ev=-8.8427 spin_multiplicity=1 lumo_ev=-2.645 homo_lumo_gap_ev=6.198
O -2.23 0.32 -0.39 -0.228
N -0.92 -0.25 -0.06 -0.192
H -0.89 -1.99 0.80 0.321
S 0.21 2.04 -0.12 0.542
H 2.37 -0.05 -0.10 0.121
N 1.44 -0.50 -0.34 0.054
C 0.25 0.29 -0.29 -0.871
H 1.60 -1.36 0.09 0.037
H -1.83 1.50 0.41 0.217

--- c ---
9
Properties=species:S:1:pos:R:3:lowdin_charge:R:1 method="wB97M-V/def2-TZVPD" molar_mass_g_mol=92.1 smiles="NC(=O)NS" homo_energy_ev=-9.4537 spin_multiplicity=1 lumo_ev=0.309 homo_lumo_gap_ev=9.763
C -0.52 -0.79 -0.38 -0.698
O -1.11 -1.60 -1.00 0.100
N -0.17 -0.79 0.95 0.037
H -0.51 -1.69 1.43 0.138
H 0.82 -0.75 1.15 0.039
N -0.32 0.64 -0.78 -0.367
S 1.10 1.39 -0.02 0.591
H 0.65 2.81 0.62 -0.022
H 0.06 0.78 -1.98 0.181

--- d ---
9
Properties=species:S:1:pos:R:3:lowdin_charge:R:1 method="wB97M-V/def2-TZVPD" molar_mass_g_mol=92.1 homo_energy_ev="-9.3492 / -9.3521" spin_multiplicity=1 lumo_ev="-1.968 / -1.947" homo_lumo_gap_ev="7.381 / 7.405"
H -3.51 -2.30 0.87 0.115
H 0.62 0.98 -0.46 -0.125
O -2.00 -1.58 -0.10 -0.701
H 1.71 2.21 -1.19 0.025
N -2.70 -1.57 0.95 0.027
H 2.61 0.22 0.77 0.101
N 2.55 1.11 0.12 0.018
S -0.85 -0.49 -0.39 0.727
C 1.58 1.43 -0.58 -0.186

Stability, lowest: b

--- a ---
20
Properties=species:S:1:pos:R:3:lowdin_charge:R:1 method="wB97M-V/def2-TZVPD" molar_mass_g_mol=101.2 smiles="N/C=C/CCC[NH3+]" homo_energy_ev=-11.5675 total_charge=+1 spin_multiplicity=1 lumo_ev=-3.235 homo_lumo_gap_ev=8.332
H -1.16 2.63 0.23 0.151
C 1.52 -0.98 -0.06 -0.167
H -0.95 -0.10 -1.90 0.104
H 1.31 -0.64 -2.12 0.109
H 1.85 0.74 -1.34 0.134
H -0.43 -1.80 -0.08 0.141
C 1.18 -0.11 -1.19 -0.208
H 2.52 -1.34 -0.05 0.123
N -1.59 1.96 2.11 0.082
C -1.04 1.67 0.86 -0.142
N 0.55 -2.17 0.03 0.195
H -0.10 1.32 -1.87 0.105
H 0.69 -2.53 1.00 0.191
C -0.26 0.45 -1.26 -0.204
C -0.81 0.43 0.19 -0.178
H 1.44 -0.53 0.89 0.103
H -1.66 -0.29 0.30 0.104
H -1.89 1.23 2.66 0.063
H 0.76 -2.87 -0.68 0.163
H -1.92 2.94 2.28 0.131

--- b ---
20
Properties=species:S:1:pos:R:3:lowdin_charge:R:1 method="wB97M-V/def2-TZVPD" molar_mass_g_mol=101.2 smiles="C=C[C@H](N)[NH+](C)C" homo_energy_ev=-14.1621 total_charge=+1 spin_multiplicity=1 lumo_ev=-2.934 homo_lumo_gap_ev=11.228
N -1.00 -0.11 0.40 -0.128
C 2.25 1.12 -0.44 0.057
H -1.22 -0.05 -1.56 0.085
H -2.83 -0.22 -0.70 0.102
H 1.24 -2.31 -0.47 0.082
H -1.94 1.85 0.20 0.120
C -1.81 -0.45 -0.81 0.027
H -1.37 -0.55 1.23 0.159
C 0.55 -0.55 0.48 -0.233
C 1.31 0.20 -0.61 -0.165
H 0.68 -2.60 1.10 0.082
H 1.35 -0.15 -1.63 0.113
H -0.02 1.68 0.29 0.076
N 0.61 -2.05 0.27 0.087
H -1.07 1.56 1.74 0.104
C -1.03 1.40 0.66 0.026
H 2.49 1.56 0.61 0.130
H 0.91 -0.33 1.49 0.156
H -1.87 -1.46 -1.01 0.077
H 2.78 1.45 -1.25 0.042

--- c ---
20
Properties=species:S:1:pos:R:3:lowdin_charge:R:1 method="wB97M-V/def2-TZVPD" molar_mass_g_mol=101.2 smiles="C=[N+](C)[C@@H](N)CC" homo_energy_ev=-14.3427 total_charge=+1 spin_multiplicity=1 lumo_ev=-4.337 homo_lumo_gap_ev=10.005
C 1.02 -0.67 0.11 -0.225
H -2.72 -1.51 -1.11 0.115
H -2.88 0.98 0.42 0.119
C 0.15 0.40 -0.47 -0.322
H 1.20 -0.45 1.24 0.136
H 3.05 -0.05 0.12 0.077
H -2.55 -0.43 1.47 0.103
C -1.81 -0.94 -1.06 0.127
H 2.82 -1.82 -0.51 0.083
N 0.41 1.57 0.20 0.116
H 0.71 1.47 1.19 0.130
H 0.38 2.41 -0.26 0.080
H 0.52 -1.74 0.11 0.142
H -1.58 0.99 1.63 0.094
H 0.10 0.51 -1.51 0.133
C 2.48 -0.78 -0.48 -0.065
H -1.28 -1.22 -1.99 0.140
N -1.41 -0.11 -0.19 -0.087
H 2.35 -0.33 -1.52 0.093
C -2.14 0.39 0.94 0.012

--- d ---
20
Properties=species:S:1:pos:R:3:lowdin_charge:R:1 method="wB97M-V/def2-TZVPD" molar_mass_g_mol=101.2 smiles="CCC/C([NH3+])=C/N" homo_energy_ev=-11.8928 total_charge=+1 spin_multiplicity=1 lumo_ev=-4.074 homo_lumo_gap_ev=7.818
N 0.12 -0.30 -1.64 0.176
C -0.35 -0.03 -0.24 -0.290
H -0.68 -0.65 -2.26 0.183
N -2.21 1.49 -0.80 0.032
H -1.90 1.59 -1.90 0.192
H -0.17 -0.27 1.79 0.141
H 3.19 0.00 1.14 0.068
H 0.46 0.55 -2.05 0.130
H 1.98 0.80 0.29 0.031
H 1.08 -1.12 -1.49 0.297
C 2.16 0.19 1.07 -0.083
H -2.93 2.18 -0.53 0.114
H -1.68 0.92 1.25 0.175
H 1.96 -1.71 0.08 0.089
C 1.52 -1.19 0.93 -0.257
H 1.86 -1.92 1.68 0.130
H 1.79 0.59 2.03 0.104
C -1.69 0.65 0.10 -0.072
C 0.06 -0.86 0.82 -0.304
H -0.44 -1.88 0.97 0.145

Stability, lowest: d